Entry 1:
{"formula": "C4H5NO2", "method": "ωB97M-V/def2-TZVPD", "elements": ["C", "C", "C", "C", "N", "O", "O", "H", "H", "H", "H", "H"], "positions_angstrom": [[-1.238939, 0.111109, 0.905561], [-0.293798, 1.146097, 0.824541], [-0.001382, -1.304408, -1.274970], [-0.138020, -0.858594, 1.026838], [0.761600, -0.314020, -1.745813], [-0.278767, -2.367845, -1.718703], [0.735859, 0.228613, 1.189733], [-2.305881, -0.058428, 0.608822], [-0.108715, 2.136512, 0.655099], [-0.001228, -1.777745, 1.576293], [1.025941, 0.529271, -1.179967], [0.926683, -0.138531, -2.755494]], "forces_ev_per_angstrom": [[-0.90, 1.44, -1.65], [-2.23, -5.80, 1.80], [1.39, -0.31, 2.50], [-0.43, 1.26, -2.75], [0.48, 2.08, -0.31], [-0.62, 0.52, -0.01], [1.94, 0.34, -0.49], [1.20, 0.52, 0.47], [0.28, 2.25, -0.31], [0.11, 0.05, 0.05], [-0.79, -1.60, -0.29], [-0.43, -0.75, 1.00]], "homo_energy_ev": [-8.0, -8.0], "homo_lumo_gap_ev": [8.10, 8.10], "lumo_ev": [0.1, 0.1]}

Entry 2:
{"formula": "C40H100O20", "method": "ωB97M-V/def2-TZVPD", "elements": ["C", "O", "C", "C", "O", "C", "H", "H", "H", "H", "H", "H", "H", "H", "H", "H", "C", "O", "C", "C", "O", "C", "H", "H", "H", "H", "H", "H", "H", "H", "H", "H", "C", "O", "C", "C", "O", "C", "H", "H", "H", "H", "H", "H", "H", "H", "H", "H", "C", "O", "C", "C", "O", "C", "H", "H", "H", "H", "H", "H", "H", "H", "H", "H", "C", "O", "C", "C", "O", "C", "H", "H", "H", "H", "H", "H", "H", "H", "H", "H", "C", "O", "C", "C", "O", "C", "H", "H", "H", "H", "H", "H", "H", "H", "H", "H", "C", "O", "C", "C", "O", "C", "H", "H", "H", "H", "H", "H", "H", "H", "H", "H", "C", "O", "C", "C", "O", "C", "H", "H", "H", "H", "H", "H", "H", "H", "H", "H", "C", "O", "C", "C", "O", "C", "H", "H", "H", "H", "H", "H", "H", "H", "H", "H", "C", "O", "C", "C", "O", "C", "H", "H", "H", "H", "H", "H", "H", "H", "H", "H"], "positions_angstrom": [[-13.483770, 16.778960, 20.059000], [-13.036170, 18.076290, 19.659740], [-13.205750, 18.320830, 18.281270], [-12.980060, 19.865280, 17.948710], [-11.625000, 20.149070, 17.917620], [-11.273450, 21.413700, 17.311200], [-13.535200, 16.621160, 21.136290], [-13.016380, 15.914500, 19.587470], [-14.538840, 16.678710, 19.804280], [-14.191060, 18.017660, 17.927210], [-12.478480, 17.740820, 17.713140], [-13.390980, 20.344250, 18.837440], [-13.485970, 20.162860, 17.030220], [-11.748740, 21.434200, 16.330500], [-10.188480, 21.457500, 17.216190], [-11.619860, 22.243610, 17.927120], [-5.458140, 21.674240, 20.956340], [-5.715620, 22.692320, 21.853230], [-5.468410, 24.014710, 21.384160], [-6.474790, 24.566010, 20.382770], [-6.100510, 24.179190, 19.053120], [-6.920890, 24.577940, 18.025870], [-4.466570, 21.641450, 20.504890], [-6.171100, 21.744430, 20.134840], [-5.486320, 20.710480, 21.464740], [-4.457800, 24.193090, 21.016800], [-5.494810, 24.583250, 22.313770], [-6.412230, 25.650910, 20.467410], [-7.480870, 24.210820, 20.605810], [-6.871800, 25.665680, 17.975830], [-7.944800, 24.205350, 17.995980], [-6.483370, 24.377840, 17.047800], [-7.281810, 17.973650, 22.864680], [-7.613690, 17.510280, 21.603020], [-8.757250, 18.133400, 21.083830], [-8.894280, 17.925880, 19.512000], [-8.708780, 16.607730, 19.123350], [-9.817900, 15.752280, 19.322200], [-8.132440, 17.901530, 23.542410], [-6.923190, 19.002380, 22.829990], [-6.472110, 17.415860, 23.335160], [-8.717520, 19.205250, 21.277880], [-9.655470, 17.795250, 21.600500], [-8.073510, 18.446110, 19.018250], [-9.804440, 18.423390, 19.177050], [-9.563700, 14.695280, 19.401200], [-10.429740, 15.839000, 18.424300], [-10.394460, 15.993550, 20.215210], [-7.991100, 21.999980, 24.194830], [-8.911190, 21.887400, 25.236870], [-10.139380, 21.263640, 24.819110], [-11.113140, 21.398110, 26.022230], [-11.561310, 22.752210, 26.327890], [-10.638830, 23.602650, 26.960000], [-7.733960, 21.056490, 23.713380], [-7.048970, 22.299330, 24.654060], [-8.240250, 22.769950, 23.464640], [-10.032970, 20.201760, 24.597320], [-10.531570, 21.724610, 23.912580], [-10.592310, 20.953630, 26.870330], [-11.962460, 20.777490, 25.736580], [-10.075540, 23.122720, 27.760290], [-11.045180, 24.515040, 27.396490], [-9.757730, 23.872650, 26.377880], [-16.015980, 20.372350, 25.377260], [-15.210810, 19.430700, 25.986490], [-14.712610, 19.891820, 27.201460], [-13.772230, 18.883460, 27.947330], [-12.620800, 18.572870, 27.137120], [-11.695370, 17.824400, 27.860200], [-16.625150, 19.816530, 24.664460], [-15.411850, 21.140480, 24.894450], [-16.703360, 20.859910, 26.068560], [-15.525080, 20.245380, 27.836280], [-14.082350, 20.753980, 26.983380], [-14.362480, 18.001010, 28.194310], [-13.499300, 19.398240, 28.868530], [-11.513200, 18.316020, 28.815830], [-10.736850, 17.543050, 27.424100], [-12.147800, 16.853520, 28.062190], [-10.298990, 14.455120, 25.878370], [-10.837800, 13.228930, 26.265870], [-10.044430, 12.026670, 25.946610], [-10.949270, 10.918990, 25.410080], [-11.817140, 10.377840, 26.407960], [-12.796620, 9.470620, 25.928730], [-9.238790, 14.537950, 26.117560], [-10.759270, 15.335770, 26.326370], [-10.349630, 14.587740, 24.797650], [-9.578280, 11.695000, 26.874400], [-9.282460, 12.165080, 25.179570], [-10.315410, 10.093870, 25.085260], [-11.473370, 11.295350, 24.531580], [-13.566800, 9.860360, 25.263120], [-13.240030, 9.080040, 26.844660], [-12.311050, 8.622030, 25.446840], [-11.947050, 17.979430, 23.819390], [-11.339930, 18.815990, 22.944110], [-12.234730, 19.784820, 22.358650], [-11.633660, 20.494900, 21.145430], [-10.393160, 21.060200, 21.544660], [-9.737020, 21.907770, 20.542360], [-12.621820, 17.320770, 23.272630], [-12.567640, 18.491060, 24.555060], [-11.222480, 17.300700, 24.269310], [-12.502240, 20.561420, 23.075190], [-13.121160, 19.307910, 21.940430], [-12.286300, 21.276890, 20.757290], [-11.512170, 19.892710, 20.245040], [-8.862790, 22.347470, 21.022430], [-10.430510, 22.671990, 20.191430], [-9.255350, 21.189140, 19.879290], [-8.985840, 27.852770, 15.169820], [-10.150790, 27.840240, 15.953490], [-10.038350, 28.431690, 17.249280], [-9.260930, 27.709000, 18.321560], [-9.847720, 26.411730, 18.660640], [-10.526630, 26.438420, 19.886280], [-8.671500, 28.846050, 14.849350], [-9.207830, 27.307600, 14.252440], [-8.114920, 27.472180, 15.703450], [-11.037140, 28.527260, 17.675160], [-9.631880, 29.440650, 17.179480], [-9.156060, 28.365650, 19.185220], [-8.293140, 27.502200, 17.864710], [-11.341460, 27.160230, 19.830190], [-9.949540, 26.747950, 20.757640], [-10.961870, 25.463640, 20.106400], [-4.926280, 19.926390, 16.898860], [-6.317920, 19.910170, 17.230790], [-6.761040, 21.285720, 17.093030], [-7.049150, 21.621120, 15.658050], [-5.915330, 22.358860, 15.155880], [-6.137430, 22.862350, 13.806030], [-4.338940, 20.681260, 17.421640], [-4.794710, 20.027460, 15.821560], [-4.606840, 18.929260, 17.201810], [-6.047900, 21.939520, 17.595110], [-7.714410, 21.405490, 17.607640], [-7.998270, 22.139750, 15.522830], [-7.124450, 20.721520, 15.047180], [-6.331770, 22.073150, 13.079740], [-5.169930, 23.275410, 13.520680], [-6.924460, 23.612630, 13.730010], [-11.201610, 27.583600, 24.078060], [-11.274020, 26.531640, 23.121670], [-11.835300, 25.366920, 23.596050], [-12.108690, 24.178950, 22.585040], [-13.047020, 24.278350, 21.478740], [-14.379030, 24.086920, 21.858410], [-11.089010, 27.166860, 25.078930], [-12.058800, 28.255980, 24.113120], [-10.304460, 28.191110, 23.959060], [-12.781810, 25.635910, 24.064930], [-11.225390, 25.047910, 24.441240], [-12.260860, 23.217230, 23.074990], [-11.136740, 23.933780, 22.156900], [-14.656760, 24.854340, 22.580920], [-14.638220, 23.146600, 22.344950], [-15.063900, 24.385900, 21.064900]], "forces_ev_per_angstrom": [[-1.29, 0.12, -0.32], [0.00, -0.57, 0.56], [0.65, 1.18, -0.90], [-0.46, -1.80, 1.52], [1.56, 0.41, -0.62], [-0.63, -1.09, 0.40], [0.84, 0.57, 0.09], [0.67, 0.27, -0.14], [-0.35, 0.08, -0.39], [-0.34, 0.07, 0.17], [0.20, -0.10, -0.15], [-0.63, 0.54, -0.14], [-0.16, -0.07, -0.07], [0.10, 0.34, -0.18], [-0.11, -0.14, 0.04], [-0.07, 0.14, -0.01], [0.01, -0.95, -0.99], [0.52, 0.93, 0.49], [-0.37, -0.13, 0.64], [0.55, -0.29, -0.56], [0.79, -1.28, 1.18], [0.03, 1.55, -1.29], [0.41, 0.73, -0.01], [-0.12, -0.50, -0.18], [-0.63, 0.07, 0.15], [0.22, -0.52, -0.37], [-0.38, 0.33, -0.10], [-0.32, 0.30, -0.09], [-0.18, 0.10, 0.10], [-0.85, 0.49, 0.30], [-0.16, 0.01, 0.52], [0.38, -0.89, 0.15], [0.09, 0.28, 0.73], [0.52, -0.75, -0.77], [-0.54, 0.16, -1.41], [1.29, 0.83, 1.87], [-0.15, -1.33, 0.05], [-0.26, 0.29, -0.43], [-0.26, 0.20, 0.20], [-0.18, 0.40, 0.00], [0.03, -0.43, -0.46], [-0.01, 0.32, -0.08], [-0.11, -0.23, 0.07], [0.13, 0.21, 0.13], [-0.50, -0.32, -0.07], [0.67, 0.15, 0.01], [-0.57, 0.00, 0.05], [-0.08, 0.24, 0.05], [1.32, 0.21, 0.31], [-0.89, -0.70, -0.42], [-0.25, 1.06, 1.53], [0.85, 0.70, -1.12], [-0.17, -0.76, -0.43], [1.75, -0.30, 0.48], [-0.50, -0.21, -0.29], [0.05, 0.25, 0.04], [-0.31, -0.08, -0.23], [0.32, -0.18, 0.01], [0.01, 0.23, -0.05], [-0.17, 0.06, 0.34], [-0.38, 0.33, 0.47], [-0.48, -0.58, 0.62], [-0.75, -0.24, -0.36], [-0.38, 0.27, -0.93], [-0.59, 0.03, -0.62], [0.22, -1.37, 0.56], [1.88, -0.08, 0.24], [-0.90, 0.71, -1.46], [-0.77, 0.91, -0.29], [-0.44, -1.06, 1.28], [0.08, 0.30, -0.29], [-0.02, 0.20, -0.23], [-0.08, 0.09, 0.28], [-0.10, -0.24, 0.41], [0.16, 0.46, 0.12], [0.25, -0.40, 0.01], [0.31, -0.07, 0.18], [0.30, -0.02, 0.22], [-0.15, 0.89, -0.84], [-0.10, -0.31, 0.41], [1.11, 0.22, -0.76], [0.19, -1.30, -0.05], [-1.45, 0.46, 0.51], [-0.05, -0.24, 0.56], [-0.13, 0.97, -0.54], [0.74, -0.44, 0.80], [0.29, -0.10, 0.22], [-0.55, -0.49, 0.31], [-0.15, 0.04, -0.32], [0.14, 0.02, 0.02], [0.05, 0.55, 0.00], [0.35, -0.08, -0.28], [-0.39, 0.06, 0.00], [0.11, 0.47, 0.00], [-0.33, 0.03, -0.18], [0.08, -0.14, -0.31], [-1.40, -1.40, 0.54], [0.68, 2.31, -1.87], [0.61, -0.16, -0.92], [1.12, 0.01, -0.11], [0.47, 1.23, -0.21], [-0.04, -1.81, 1.72], [-0.44, -0.33, -0.10], [0.19, 0.06, 0.43], [0.21, 0.35, 0.26], [-0.14, -0.14, 0.42], [-0.33, -0.28, 0.41], [-0.57, 0.43, 0.51], [0.28, -0.69, 0.38], [-0.29, 0.35, 0.42], [0.15, -0.17, -0.57], [-0.55, 0.38, -1.12], [0.24, 0.30, -0.01], [-0.13, 0.03, 0.89], [-0.78, 0.21, 0.19], [0.04, -1.68, -1.04], [1.11, 1.10, -0.25], [-0.83, 0.37, 0.31], [-0.30, 0.53, 0.07], [0.16, -0.28, 0.25], [0.02, -0.56, -0.09], [-0.37, 0.05, -0.57], [0.17, 0.26, -0.18], [0.03, -0.12, 0.13], [0.38, -0.18, 0.56], [-0.40, 0.03, 0.08], [0.57, -0.09, -0.07], [0.09, -0.03, -0.24], [-0.46, -1.64, 0.02], [0.42, 2.05, 0.16], [-1.03, -1.31, 0.42], [1.41, 0.42, -0.88], [-1.24, 0.64, -1.29], [1.07, -0.53, 0.91], [-0.19, 0.15, 0.12], [0.14, 0.17, -0.06], [0.43, 0.07, -0.11], [0.03, 0.26, -0.34], [-0.02, -0.41, 0.44], [0.02, 0.55, 0.09], [-0.14, -0.41, 0.19], [-0.26, -0.35, 0.16], [-0.17, 0.30, -0.01], [-0.07, 0.06, 0.29], [0.32, -0.57, 0.56], [0.84, 1.51, -1.53], [-2.07, -1.09, 0.72], [1.29, 0.24, -0.48], [1.11, 0.08, 0.77], [-0.76, 1.61, 0.87], [-0.12, -0.20, 0.23], [-0.32, -0.19, -0.39], [0.01, -0.14, -0.62], [-0.53, -0.11, 0.12], [0.17, -0.92, -0.08], [-0.64, 0.29, 0.87], [0.11, 0.44, -0.67], [0.08, 0.13, 0.62], [0.28, -0.46, -0.43], [0.33, -0.76, -0.57]], "homo_energy_ev": -8.8, "homo_lumo_gap_ev": 9.43, "lumo_ev": 0.6, "smiles": "COCCOC.COCCOC.COCCOC.COCCOC.COCCOC.COCCOC.COCCOC.COCCOC.COCCOC.COCCOC"}

Entry 3:
{"formula": "C4H8O2", "method": "ωB97M-V/def2-TZVPD", "elements": ["C", "O", "C", "C", "C", "O", "H", "H", "H", "H", "H", "H", "H", "H"], "positions_angstrom": [[0.178971, 1.403112, -1.650817], [-0.094345, 1.069142, -0.318957], [-0.827739, -0.097190, -0.017929], [-0.265850, -0.518757, 1.333867], [0.909112, -1.463920, 1.231759], [1.407231, -2.026039, 2.175318], [1.185380, 1.834420, -1.657479], [-0.524687, 2.153159, -2.034672], [0.168726, 0.524943, -2.310474], [-0.674766, -0.873862, -0.788543], [-1.910193, 0.095864, 0.035518], [-0.995404, -0.908667, 2.047704], [0.126776, 0.415477, 1.750491], [1.316789, -1.607682, 0.204213]], "forces_ev_per_angstrom": [[0.08, 0.08, -0.37], [0.12, 0.10, 0.09], [-0.06, -0.17, 0.06], [-0.06, -0.02, 0.08], [0.09, -0.08, 0.28], [-0.21, 0.17, -0.40], [-0.17, -0.02, -0.15], [0.01, -0.16, 0.00], [-0.02, 0.09, 0.09], [0.04, 0.17, 0.13], [0.21, 0.07, -0.02], [0.03, -0.09, -0.15], [-0.05, -0.17, 0.24], [-0.01, 0.00, 0.12]], "homo_energy_ev": -9.8, "homo_lumo_gap_ev": 10.72, "lumo_ev": 0.9, "smiles": "COCCC=O"}

Entry 4:
{"formula": "C4H7NO2", "method": "ωB97M-V/def2-TZVPD", "elements": ["O", "N", "C", "C", "C", "C", "O", "H", "H", "H", "H", "H", "H", "H"], "positions_angstrom": [[0.977119, -2.035758, -1.065681], [-0.373578, -1.760391, -1.002932], [-0.664627, -0.758663, -0.300978], [-1.720220, 0.121764, 0.140398], [-0.287860, 0.381887, 0.587272], [0.672572, 0.925696, -0.388023], [1.869539, 0.814152, -0.247779], [0.988994, -2.857402, -1.577290], [-2.345727, -0.315952, 0.909787], [-2.217699, 0.803075, -0.543334], [0.012090, 0.146901, 1.601133], [1.191653, 1.783458, 1.890875], [0.226166, 1.343887, -1.305986], [1.679096, 1.471430, 1.411825]], "forces_ev_per_angstrom": [[0.14, -0.33, 0.20], [-0.54, 0.43, -0.17], [-0.58, -0.98, 0.18], [-0.40, -0.14, -0.19], [0.41, -0.90, -0.37], [0.70, 0.46, -0.05], [-0.33, 0.16, -0.79], [0.10, 0.24, 0.09], [-0.09, 0.28, 0.04], [0.08, -0.06, -0.01], [0.06, 0.06, -0.24], [0.40, 0.25, 0.41], [-0.01, 0.00, -0.10], [0.05, 0.52, 0.99]], "homo_energy_ev": -9.8, "homo_lumo_gap_ev": 10.39, "lumo_ev": 0.6, "smiles": "O=C[C@H]1C/C1=N/O.[H][H]"}

What are the ΔE to the lowest compared entry with this formula, charge and spin values for these records? In order: 115.7; 62.9; 42.4; 140.1 kcal/mol.